Entry 1:
104
Properties=species:S:1:pos:R:3 method="wB97M-V/def2-TZVPD" charge=-2 total_energy_ev=-281141.0387 orbital_gap_ev=6.3 homo_ev=-2.80 e_lumo_ev=3.47 mol_weight_g_mol=1380.40 spin_multiplicity=1 max_force_ha_per_bohr=0.0215
Sn 1.3216 0.1212 -0.4024
O -2.5728 0.2359 2.7770
C -2.1550 0.6431 1.6964
O -1.5768 0.0008 0.7589
C -2.3862 2.1438 1.3497
P -0.9639 2.8308 0.4020
C -1.7282 4.4563 -0.0529
C -2.7138 4.4021 -1.0432
C -3.3396 5.5513 -1.4984
C -2.9825 6.7892 -0.9795
C -2.0083 6.8588 0.0039
C -1.3905 5.7037 0.4687
C 0.1673 3.2586 1.7779
C 0.1174 2.5710 2.9919
C 1.0377 2.8505 3.9937
C 2.0085 3.8211 3.7999
C 2.0860 4.4856 2.5839
C 1.1887 4.1890 1.5712
H -2.5713 2.7363 2.2457
H -3.2686 2.1864 0.7071
H -2.9914 3.4423 -1.4647
H -4.0963 5.4850 -2.2711
H -3.4544 7.6933 -1.3459
H -1.7201 7.8201 0.4143
H -0.6459 5.7755 1.2488
H -0.6367 1.8145 3.1691
H 1.0001 2.2940 4.9223
H 2.7199 4.0432 4.5868
H 2.8692 5.2149 2.4152
H 1.2954 4.6585 0.6017
F 0.1251 -8.2166 0.0706
C -0.1536 -6.9061 0.0205
C -1.4614 -6.4821 -0.0994
F -2.4476 -7.3879 -0.1986
C -1.7417 -5.1301 -0.1629
F -3.0194 -4.8149 -0.4210
C -0.7649 -4.1467 -0.0549
P -1.0839 -2.2575 0.3093
C -2.5213 -2.6137 1.4266
C -2.1935 -2.9656 2.7324
C -3.1703 -3.3249 3.6490
C -4.5052 -3.3195 3.2750
C -4.8476 -2.9377 1.9859
C -3.8665 -2.5905 1.0684
C -1.8991 -1.9877 -1.3324
C -1.3785 -2.6338 -2.4591
C -1.9103 -2.4234 -3.7215
C -2.9673 -1.5405 -3.8996
C -3.4592 -0.8519 -2.8036
C -2.9276 -1.0683 -1.5395
C 0.5513 -4.6166 -0.0221
Br 2.0057 -3.4423 -0.2630
C 0.8567 -5.9682 0.0187
F 2.1227 -6.4017 -0.0008
H -1.1588 -2.9583 3.0441
H -2.8740 -3.6114 4.6506
H -5.2764 -3.6089 3.9804
H -5.8886 -2.9250 1.6807
H -4.1613 -2.3294 0.0630
H -0.5488 -3.3223 -2.3523
H -1.4979 -2.9539 -4.5730
H -3.3841 -1.3713 -4.8854
H -4.2617 -0.1345 -2.9351
H -3.3018 -0.4985 -0.7016
S 2.8337 -0.4828 -2.4044
C 4.1305 0.7012 -2.3898
C 5.1179 0.6108 -3.3788
C 6.1840 1.4922 -3.4201
C 6.2918 2.4849 -2.4529
C 5.3199 2.5921 -1.4732
C 4.2234 1.7237 -1.4321
S 3.0276 1.9795 -0.1658
H 5.0267 -0.1784 -4.1151
H 6.9286 1.4062 -4.2033
H 7.1284 3.1744 -2.4617
H 5.3878 3.3629 -0.7145
Br -1.8684 4.2456 -5.0241
C -1.2965 2.5710 -5.7157
C -1.4727 2.3496 -7.0746
C -1.0919 1.1369 -7.6268
C -0.4943 0.1750 -6.8259
C -0.3124 0.4085 -5.4731
C -0.7365 1.5972 -4.8918
I -0.5922 1.8452 -2.7997
H -1.9199 3.1225 -7.6847
H -1.2585 0.9525 -8.6807
H -0.1764 -0.7657 -7.2585
H 0.1580 -0.3369 -4.8476
O 0.6102 -3.8238 4.9448
S 1.6014 -3.6851 3.9027
O 2.0702 -4.9231 3.3307
N 1.1688 -2.6479 2.7372
C 1.9516 -1.5797 2.7073
O 1.9797 -0.6486 1.8770
C 2.9447 -1.5365 3.8434
C 3.7821 -0.4900 4.1855
C 4.5988 -0.6479 5.2991
C 4.5724 -1.8239 6.0458
C 3.7246 -2.8696 5.6960
C 2.9335 -2.7015 4.5781
H 3.7771 0.4203 3.5979
H 5.2593 0.1568 5.6001
H 5.2141 -1.9217 6.9135
H 3.6742 -3.7810 6.2782



Entry 2:
105
Properties=species:S:1:pos:R:3 method="wB97M-V/def2-TZVPD" charge=-1 total_energy_ev=-123269.7807 orbital_gap_ev="3.8 / 3.7" homo_ev="-2.91 / -2.82" e_lumo_ev="0.86 / 0.86" mol_weight_g_mol=949.85 spin_multiplicity=2 max_force_ha_per_bohr=0.0536
Fe 0.3697 0.1463 -0.8116
C -1.5745 -6.7477 -1.6931
C -2.2896 -6.5843 -0.5075
C -2.4023 -5.3400 0.0901
C -1.7566 -4.2748 -0.5094
C -1.5658 -2.8868 -0.1196
N -2.2108 -2.3669 0.9034
C -1.8298 -1.2296 1.4673
C -2.6482 -0.5897 2.5017
C -3.9391 -0.8338 2.9370
C -4.4484 -0.0346 3.9476
C -3.6775 0.9776 4.5032
C -2.3793 1.2185 4.0728
C -1.8602 0.4222 3.0695
C -0.5388 0.3627 2.3850
N 1.5031 0.8606 2.2136
C 2.4858 0.3751 1.4324
N 2.4409 0.3879 0.1003
C 3.6181 -0.0950 -0.3797
N 3.8576 -0.2985 -1.6683
C 2.9027 -0.6927 -2.4662
N 1.7306 -1.2623 -2.0571
C 1.2112 -1.9537 -3.1057
N 0.3093 -2.8996 -3.0395
C -0.4031 -3.1425 -1.9500
N -0.7243 -2.2675 -0.9772
C -1.0142 -4.4393 -1.6958
C -0.9304 -5.6813 -2.3008
C 1.9982 -1.6901 -4.3075
C 1.8631 -2.0777 -5.6286
C 2.8165 -1.6373 -6.5355
C 3.8667 -0.8198 -6.1329
C 4.0078 -0.4266 -4.8102
C 3.0739 -0.8811 -3.9002
C 4.4969 -0.4011 0.7159
C 5.7889 -0.9038 0.8069
C 6.3029 -1.1579 2.0637
C 5.5554 -0.9087 3.2194
C 4.2722 -0.4051 3.1516
C 3.7371 -0.1527 1.8946
N -0.6620 -0.6282 1.3513
H -1.5238 -7.7313 -2.1428
H -2.7485 -7.4475 -0.0440
H -2.9583 -5.2052 1.0066
H -4.5191 -1.6293 2.4933
H -5.4480 -0.2087 4.3215
H -4.0915 1.5869 5.2949
H -1.8047 2.0171 4.5114
H -0.3559 -5.8154 -3.2054
H 1.0318 -2.6941 -5.9407
H 2.7329 -1.9104 -7.5809
H 4.5754 -0.4773 -6.8733
H 4.8116 0.2201 -4.5003
H 6.3681 -1.0845 -0.0860
H 7.3092 -1.5415 2.1692
H 5.9926 -1.1213 4.1848
H 3.6927 -0.2185 4.0453
S 2.6797 3.0143 -3.8756
C 1.7360 2.0818 -3.0020
N 0.9854 1.4064 -2.4031
C 0.7888 4.2330 4.6257
C 0.6115 2.8596 4.0144
C 0.6539 1.7366 4.9263
C 0.7383 0.4484 4.5707
C 0.6462 -0.6723 5.5564
C 0.7707 0.0127 3.1516
C 0.2516 1.6008 1.7855
C 0.4024 2.8031 2.6893
N -0.0837 1.8030 0.4344
C -0.6644 3.0812 0.0424
C -1.4657 2.9123 -1.2550
C 0.4419 4.1293 -0.2324
C -1.7207 3.5835 1.0653
H 0.8236 4.1909 5.7127
H -0.0298 4.8921 4.3348
H 1.7128 4.6884 4.2713
H 0.6159 1.9758 5.9827
H 0.4881 -0.3050 6.5680
H 1.5510 -1.2796 5.5320
H -0.1905 -1.3167 5.2796
H 1.0365 -1.0441 3.0546
H 0.5197 3.7394 2.1758
H -0.8627 2.4552 -2.0314
H -1.7905 3.8890 -1.6043
H -2.3438 2.3032 -1.0626
H 0.7510 4.0672 -1.2718
H 1.3333 3.9396 0.3601
H 0.0860 5.1388 -0.0350
H -2.1835 2.7275 1.5515
H -2.4989 4.1309 0.5382
H -1.3167 4.2403 1.8270
F -6.1711 1.0307 -4.2200
C -4.9812 1.5977 -4.4939
F -5.1255 2.9031 -4.1743
F -4.8523 1.5588 -5.8293
C -3.8454 0.9480 -3.7622
C -4.0268 0.5043 -2.4540
C -2.9407 -0.0397 -1.7914
N -1.7309 -0.1331 -2.3336
C -1.5774 0.2398 -3.5993
C -2.5970 0.7894 -4.3584
H -4.9844 0.5917 -1.9675
H -3.0365 -0.4244 -0.7856
H -0.5876 0.0958 -4.0105
H -2.4353 1.0918 -5.3809



Entry 3:
122
Properties=species:S:1:pos:R:3 method="wB97M-V/def2-TZVPD" charge=-1 total_energy_ev=-311245.1161 orbital_gap_ev=6.7 homo_ev=-5.03 de_lowest_kj_mol=0.0 e_lumo_ev=1.71 mol_weight_g_mol=1616.04 spin_multiplicity=1 max_force_ha_per_bohr=0.0287
Cs -0.0337 1.1672 0.5840
C -0.3160 4.8118 4.0141
C -0.3409 4.7164 2.5161
C 0.8466 4.7167 1.7783
C 0.7801 4.6852 0.3990
C -0.4654 4.6093 -0.2178
C -1.5900 4.5576 0.5865
N -1.5320 4.6355 1.9211
Sb -3.6229 4.5506 -0.0965
C -4.2808 2.9108 1.1101
C -5.6002 2.9294 1.5456
C -6.1066 1.8118 2.1917
C -5.2780 0.7168 2.3594
C -3.9655 0.7813 1.8960
C -3.0425 -0.3952 2.0170
N -3.4713 1.8677 1.2998
C -3.4310 3.2784 -1.8249
C -2.9201 3.7583 -3.0233
C -2.9254 2.9139 -4.1285
C -3.4463 1.6430 -3.9935
C -3.9441 1.2360 -2.7564
C -4.5068 -0.1427 -2.5721
N -3.9395 2.0488 -1.6992
H -1.3130 4.6253 4.4088
H 0.0011 5.8106 4.3262
H 0.3779 4.0797 4.4343
H 1.7955 4.7145 2.2990
H 1.6865 4.6761 -0.1943
H -0.5559 4.5629 -1.2968
H -6.2190 3.8017 1.3745
H -7.1303 1.7924 2.5453
H -5.6313 -0.1879 2.8378
H -3.5075 -1.2187 2.5598
H -2.1318 -0.1075 2.5427
H -2.7626 -0.7515 1.0221
H -2.5417 4.7718 -3.1012
H -2.5275 3.2524 -5.0793
H -3.4665 0.9508 -4.8268
H -3.7493 -0.8893 -2.8244
H -5.3773 -0.2963 -3.2147
H -4.8030 -0.2792 -1.5330
F -2.5629 -3.3606 -3.4298
C -1.4261 -4.0654 -3.3688
C -0.2130 -3.4439 -3.6217
C 0.9123 -4.2391 -3.5052
F 2.1394 -3.7198 -3.6654
C 0.8486 -5.5854 -3.1920
F 1.9589 -6.3175 -3.0953
C -0.3818 -6.1703 -2.9702
F -0.4633 -7.4630 -2.6694
C -1.5300 -5.4047 -3.0536
F -2.7183 -5.9679 -2.8297
Ge -0.2129 -1.4755 -3.8634
S -0.9893 -0.5903 -2.1137
C -1.1823 -0.9950 -5.5545
C -1.9027 -1.8421 -6.3799
F -1.9887 -3.1504 -6.1200
C -2.5475 -1.4032 -7.5234
F -3.2396 -2.2487 -8.2879
C -2.4572 -0.0738 -7.8848
F -3.0660 0.3636 -8.9828
C -1.7207 0.7982 -7.1069
F -1.6222 2.0833 -7.4661
C -1.1042 0.3267 -5.9645
F -0.4056 1.2108 -5.2411
C 1.6082 -0.9368 -4.4908
C 2.1317 -1.5873 -5.5978
F 1.4337 -2.5822 -6.1702
C 3.3482 -1.2677 -6.1634
F 3.8144 -1.9307 -7.2236
C 4.0890 -0.2381 -5.6125
F 5.2655 0.0920 -6.1357
C 3.5967 0.4525 -4.5240
F 4.3019 1.4608 -4.0072
C 2.3671 0.1046 -3.9885
F 1.9371 0.8461 -2.9632
C 2.7907 -1.5865 -0.7535
O 2.5185 -1.1098 0.5770
C 2.6978 -2.0170 1.5507
O 3.0464 -3.1509 1.3506
C 2.3006 -1.4688 2.8859
C 3.2398 -1.2009 3.7977
As 3.1768 -0.4360 5.6240
C 2.7340 -2.1109 6.5602
C 1.5114 0.6169 5.4934
C 1.3393 1.5849 4.5945
As 0.3570 -1.2248 2.9794
C -0.1610 -2.3819 4.4751
C 2.1039 1.9347 3.4618
O 1.7432 1.7743 2.2873
O 3.2401 2.6308 3.7593
C 4.0711 3.0150 2.6677
C 0.7553 0.6012 6.7707
O 1.2808 0.2547 7.8065
O -0.5454 0.9556 6.8312
C -1.3269 1.1535 5.6519
C 4.6554 -1.4645 3.3848
O 5.1646 -1.1516 2.3386
O 5.3281 -2.1192 4.3495
C 6.7000 -2.3915 4.0524
H 2.7583 -0.7076 -1.3920
H 2.0276 -2.3010 -1.0611
H 3.7687 -2.0601 -0.7870
H 3.4866 -2.8427 6.2676
H 1.7455 -2.4937 6.3243
H 2.7978 -1.9132 7.6271
H -0.0569 -1.8580 5.4217
H 0.4141 -3.3050 4.4926
H -1.2153 -2.6141 4.3184
H 4.0642 4.1030 2.5702
H 3.7319 2.5610 1.7394
H 5.0835 2.6829 2.8933
H -2.3641 1.0858 5.9785
H -1.1232 0.3798 4.9166
H -1.1242 2.1205 5.1987
H 7.1081 -2.8689 4.9379
H 7.2326 -1.4665 3.8386
H 6.7776 -3.0520 3.1907
C -0.1269 -2.5560 1.5932
H 0.3712 -3.5078 1.7687
H 0.0967 -2.1948 0.5883
H -1.2056 -2.6944 1.6584



Entry 4:
100
Properties=species:S:1:pos:R:3 method="wB97M-V/def2-TZVPD" total_energy_ev=-180935.6548 orbital_gap_ev="5.8 / 6.0" homo_ev="-6.10 / -6.25" de_lowest_kj_mol=307.5 e_lumo_ev="-0.25 / -0.24" mol_weight_g_mol=972.53 spin_multiplicity=2 max_force_ha_per_bohr=0.0470
Ru 0.6038 0.2091 1.2822
N -1.0141 -0.8791 5.2503
C -0.6077 0.3141 5.7949
C 0.0043 1.0063 4.7944
N -0.0092 0.2811 3.6500
C -0.6376 -0.8639 3.9321
C -0.8993 -1.8415 2.9483
N -0.4658 -1.7242 1.6806
C -0.9299 -2.8181 1.0183
C -1.6552 -3.6047 1.8555
N -1.6304 -2.9941 3.0815
H -1.4894 -1.6181 5.7377
H -0.7863 0.5614 6.8197
H 0.4479 1.9814 4.8313
H -0.6849 -2.9787 -0.0127
H -2.1885 -4.5157 1.6823
H -2.1130 -3.3165 3.9011
C -0.1032 2.0761 0.8340
Ge -1.8874 1.7919 0.1971
C -1.9969 1.4969 -1.7803
C -1.8664 2.6446 -2.5504
C -2.0048 2.6008 -3.9226
C -2.2775 1.3964 -4.5470
C -2.3631 0.2370 -3.7960
C -2.1958 0.2837 -2.4221
C -2.9017 0.4421 1.2669
C -3.7340 -0.5472 0.7558
C -4.4667 -1.3701 1.5940
C -4.3899 -1.2038 2.9652
C -3.6154 -0.1813 3.4904
C -2.8860 0.6328 2.6432
C -3.0830 3.3761 0.3843
C -2.7179 4.5432 1.0334
C -3.6031 5.6032 1.1265
C -4.8661 5.5008 0.5690
C -5.2459 4.3307 -0.0682
C -4.3560 3.2790 -0.1574
H 0.4443 2.9453 0.4797
H -1.6964 3.5866 -2.0452
H -1.9209 3.5096 -4.5002
H -2.4269 1.3690 -5.6144
H -2.5658 -0.7086 -4.2770
H -2.2523 -0.6303 -1.8391
H -3.8340 -0.6637 -0.3128
H -5.1123 -2.1318 1.1736
H -4.9505 -1.8528 3.6230
H -3.5915 -0.0116 4.5598
H -2.2974 1.4477 3.0470
H -1.7284 4.6115 1.4665
H -3.3062 6.5072 1.6395
H -5.5589 6.3265 0.6374
H -6.2358 4.2346 -0.4913
H -4.6390 2.3611 -0.6563
C 0.7729 0.6518 -6.2965
C 0.3697 -0.5765 -5.8041
C 0.3987 -0.8275 -4.4438
C 0.8227 0.1491 -3.5521
C 1.1941 1.3900 -4.0508
C 1.1802 1.6356 -5.4128
As 0.9533 -0.2368 -1.5933
C 2.7650 0.4714 -1.5575
C 3.1380 1.7942 -1.3880
C 4.4783 2.1446 -1.4580
C 5.4442 1.1745 -1.6801
C 5.0800 -0.1519 -1.8233
C 3.7407 -0.5137 -1.7735
C 3.2239 -1.8693 -1.9321
C 3.9851 -3.0145 -2.1232
C 3.3601 -4.2389 -2.2666
C 1.9788 -4.3321 -2.2263
C 1.2138 -3.1920 -2.0414
C 1.8237 -1.9608 -1.8851
H 0.7720 0.8306 -7.3622
H 0.0289 -1.3440 -6.4842
H 0.1012 -1.8025 -4.0775
H 1.5335 2.1653 -3.3765
H 1.4999 2.5962 -5.7901
H 2.3815 2.5470 -1.1825
H 4.7714 3.1768 -1.3339
H 6.4879 1.4532 -1.7244
H 5.8336 -0.9098 -1.9737
H 5.0637 -2.9603 -2.1540
H 3.9558 -5.1274 -2.3998
H 1.5003 -5.2933 -2.3435
H 0.1312 -3.2592 -2.0301
C 2.6347 0.7654 1.9313
C 2.7913 -0.5731 2.4223
C 2.6987 -0.8963 3.8033
C 2.9094 -2.1687 4.2571
C 3.2699 -3.1944 3.3651
C 3.3646 -2.9050 1.9932
C 3.1186 -1.6368 1.5365
C 3.5913 -4.4634 3.8611
N 3.8818 -5.4922 4.2887
H 3.2151 1.0115 1.0382
H 2.6426 1.5500 2.6871
H 2.4815 -0.1006 4.5013
H 2.8262 -2.3980 5.3111
H 3.6527 -3.6888 1.3055
H 3.2287 -1.4152 0.4810